Molecular formula: H4NPS
Method: DFT, ωB97M-V with the def2-TZVPD basis set

Each line ends with the natural charge from an NBO analysis.
Cartesian coordinates (Å):
S (3.9264, 0.1222, 0.1094)  0.400
H (-1.2836, -1.2059, 0.6991)  -0.004
P (-1.9597, 0.0075, 0.4129)  -0.001
N (4.0321, 0.2913, -1.4348)  -0.753
H (-2.2159, 0.4614, 1.8310)  0.008
H (-0.8332, 0.8819, 0.3922)  -0.004
H (3.4464, 1.0034, -1.9259)  0.353

Results
* orbital gap (spin up / spin down): 7.4 / 7.5 eV
* net charge: 0
* energy relative to the best compared isomer or geometry (same formula, charge and spin): 292.18 kJ/mol
* spin multiplicity: 1
* E_HOMO (spin up / spin down): -0.3199 / -0.3199 Ha
* structure (SMILES): N=S.P